Record 1
Below is a cluster of 2 separate species, C23H41N2O6 in total in a non-equilibrium geometry, with properties calculated with the ωB97M-V functional and the def2-TZVPD basis.

The charge is +1. The calculation puts the energy at -39771.888 eV. The calculation puts the relative energy (zero: lowest compared OMol25 entry of this formula, charge and spin) at 0.00 kJ/mol.

Last column: Mulliken charge in e.
Geometry (Å):
H (1.588306, 0.425045, 3.575610)  0.27
H (-6.560274, 2.654127, 0.694397)  0.30
H (-5.748435, 0.164959, -0.665535)  0.47
H (-5.440167, 1.376389, 2.710501)  0.21
C (-0.182866, 0.000018, 1.435595)  -1.00
O (-0.303595, 0.324031, 2.795623)  -0.35
C (1.422164, -3.056334, 2.209445)  -0.23
H (-4.718954, 0.848284, 0.578124)  0.35
H (-0.335897, 0.885764, 0.809769)  0.08
H (-0.110044, 1.267723, 5.221919)  0.32
C (5.832126, -1.565686, -3.137202)  -0.18
H (0.993759, -0.067109, -2.532117)  0.40
H (-5.186865, -2.135093, 0.614721)  0.49
H (-1.657772, -3.137605, 1.426943)  0.60
H (8.399009, 0.299301, -3.614356)  0.44
C (4.129373, -0.249781, -1.853672)  -0.26
C (0.326776, 2.121575, -1.649217)  -0.22
H (-2.001518, -0.705859, -0.944957)  0.78
C (-6.958967, 2.526146, 1.701118)  -1.22
H (-6.675644, 3.396860, 2.290865)  0.37
H (0.650223, 2.571401, -2.590889)  0.40
C (-5.386384, 0.013769, 0.347434)  -0.69
C (7.845888, -2.347400, -4.358041)  -0.78
H (-7.493828, -0.004047, 0.903606)  0.43
H (-7.069333, 1.015083, 3.213114)  0.38
C (7.437146, -0.074238, -3.312295)  -0.35
H (1.162002, 2.448717, 4.899516)  0.41
H (3.038228, -1.933411, -2.679453)  0.43
C (-1.230840, -1.290066, -0.450288)  -1.43
O (0.036397, -0.969838, -1.028858)  -0.18
N (5.422684, -0.460268, -2.528383)  0.20
H (-1.298160, 2.766672, -0.404460)  0.25
H (7.322874, -2.634689, -5.266448)  0.34
C (-0.033305, -0.180516, -2.174337)  -0.51
H (4.347498, 0.176994, -0.875748)  0.34
H (1.177437, 1.731465, -1.091274)  0.19
H (2.457076, -3.290819, 2.346130)  0.43
C (-3.613494, -1.152007, 1.601902)  0.59
H (-0.616474, -0.679103, -2.954566)  0.26
H (-0.031726, 3.960763, 0.941474)  0.31
H (-8.047338, 2.525764, 1.643759)  0.31
H (-0.433586, 2.647821, 4.168050)  0.30
O (0.501744, 3.597188, 0.229539)  -0.56
H (5.275090, -2.480322, -3.233871)  0.45
C (0.290749, -2.741705, 2.054206)  -0.79
C (-6.521115, 0.037635, 1.394902)  -0.78
H (-1.410096, -2.350224, -0.636220)  0.18
H (-0.641779, 4.039288, -1.446847)  0.36
O (-3.917191, -1.552692, 2.690704)  -0.55
H (-6.444298, -0.868702, 1.997999)  0.34
C (3.323792, -1.523726, -1.708748)  -1.10
H (3.878603, -2.286187, -1.159740)  0.51
N (7.052556, -1.357584, -3.623717)  0.07
C (-1.266639, -1.010609, 1.087196)  1.93
H (6.282632, 1.464125, -2.193103)  0.47
C (-0.381508, 3.187709, -0.817946)  -0.58
C (6.415686, 0.488059, -2.624574)  -0.46
H (8.802585, -1.907184, -4.617235)  0.29
H (1.142724, 1.759607, 2.471831)  0.35
C (-4.541541, -1.280005, 0.428376)  -0.91
H (-1.533395, -2.174650, 2.878464)  0.46
C (-1.098878, -2.321373, 1.887226)  -0.86
H (8.009259, -3.220321, -3.731583)  0.35
O (-0.597257, 1.080671, -1.970370)  -0.40
C (0.317069, 1.916158, 4.461413)  -1.34
H (-4.015871, -1.459128, -0.505290)  0.31
C (-6.454686, 1.230576, 2.336811)  -0.39
C (0.788150, 1.108636, 3.275193)  -0.20
H (3.577434, 0.494313, -2.428386)  0.39
O (-2.493337, -0.365905, 1.446142)  -0.25
H (2.408576, -1.312396, -1.157174)  -0.07
H (0.797450, -0.406089, 1.197291)  0.54

Cartesian forces (eV/Å) of the 6 atoms listed first:
H 0.1817 0.0485 -0.0877
H 0.0199 0.0645 -0.0619
H -0.0629 -0.0799 -0.0820
H 0.1403 -0.1559 -0.0573
C -0.3588 0.2324 0.1565
O 0.1254 0.1064 -0.0083


Record 2
Below is a structure of composition C34H41LuN10P, with properties calculated with the ωB97M-V functional and the def2-TZVPD basis.

The charge is +1. The calculation puts the energy at -93731.814 eV. The calculation puts the relative energy (zero: lowest compared OMol25 entry of this formula, charge and spin) at 0.00 kJ/mol.

Last column: Mulliken charge in e.
Geometry (Å):
N (0.893770, 1.934672, 0.263699)  0.38
C (1.168794, -3.783638, -2.182189)  -1.11
H (2.740907, -1.715711, -0.613678)  -1.15
N (-1.031038, -0.931334, 1.800844)  0.46
C (-2.777447, 0.823661, -1.519902)  0.86
N (-1.489750, -1.129819, -1.656315)  -0.08
H (4.352764, -2.025239, 4.747057)  0.33
C (3.742734, -0.318305, 2.889312)  -1.07
C (-1.757136, -3.666184, 4.047325)  -0.83
C (1.051899, -3.203708, 0.504193)  0.31
H (0.714870, 3.521571, 1.651862)  0.73
C (-2.433756, -0.420503, -2.258552)  0.90
C (-2.746000, -1.590537, 3.056722)  -0.89
N (-1.723855, -2.483047, 3.196086)  0.15
C (-5.068413, 1.295990, -2.564624)  -0.68
H (-2.822374, 0.232054, 1.812847)  0.33
C (0.341901, -2.615051, -1.706284)  1.24
H (3.198112, 1.226868, 1.430312)  0.46
H (-5.903064, 0.830893, -4.451943)  0.35
H (3.663048, -5.151817, 0.708291)  0.34
C (3.264860, -1.579330, -2.682488)  -1.00
H (4.641587, -0.021738, 3.400046)  0.46
C (4.878640, 2.540663, -1.529727)  -0.89
H (0.831475, -1.730850, -2.101385)  -1.00
H (-5.958098, 1.871918, -2.330764)  0.33
H (1.371587, -3.693665, -3.249774)  0.43
H (4.200047, -2.564330, -1.001954)  0.77
C (-5.066214, 0.655201, -3.789950)  -0.52
C (0.096754, 2.795511, 1.115216)  -1.44
C (1.946980, 2.386221, -0.371830)  0.39
C (3.535556, 4.373906, -0.621138)  -0.57
H (-0.554633, 3.842281, -0.635938)  0.42
H (-1.043309, -3.566825, 4.862284)  0.31
C (2.572528, -5.164987, 0.719535)  -1.13
N (1.945028, -0.508376, 1.579033)  0.78
C (-1.097796, -2.440455, -2.157763)  -1.38
H (-2.730050, 2.369219, 0.901060)  0.32
H (0.673075, -4.745585, -2.023967)  0.40
N (3.103367, -1.487927, 3.187541)  0.18
C (-4.087190, 1.363735, -1.592841)  -0.69
H (-2.483813, -1.517499, -4.049161)  0.24
Lu (-0.005901, -0.072340, -0.220105)  2.34
H (1.424840, -0.666567, -3.404788)  0.59
H (3.882757, -3.372254, 3.696077)  0.30
H (-2.846229, 3.146552, -0.662564)  0.77
H (-4.371015, 1.967438, -0.742618)  0.45
C (-2.302772, -0.630657, 2.193151)  -0.45
H (-1.145463, -2.548010, -3.244667)  0.56
C (-0.993840, 3.465860, 0.291661)  -0.85
P (0.877852, -2.967777, 2.342495)  -0.54
C (3.189700, -2.367865, -1.367216)  1.04
C (3.009017, 0.282290, 1.906848)  -0.51
H (5.572287, 4.507236, -1.202608)  0.35
C (-2.996209, -0.730260, -3.512876)  -0.54
H (-1.730391, -3.225110, -1.723155)  0.17
H (-4.228310, -0.665441, -5.183576)  0.33
H (2.227674, -6.076296, 0.223418)  0.32
H (-1.530430, -4.555625, 3.464232)  0.33
H (1.593909, 4.414614, 0.081885)  0.23
C (-2.175061, 2.560344, -0.031297)  -1.09
H (2.236819, -5.191703, 1.754562)  0.45
C (4.723192, 3.843375, -1.115005)  -0.65
H (-0.365587, 2.175815, 1.896238)  0.28
H (4.292400, -1.235930, -2.800489)  0.34
H (2.810952, 0.360478, -3.502512)  0.84
C (-0.695184, -2.058035, 2.419869)  -0.18
H (3.121901, -4.533445, -1.636520)  0.49
N (2.054376, -3.987386, 0.051739)  0.27
C (3.956420, 1.502322, -1.620541)  -0.17
C (3.535217, -2.461005, 4.179704)  -0.84
C (2.599584, 1.388577, -1.265445)  1.44
H (2.718497, -2.694719, 4.859108)  0.34
C (2.308754, -0.354941, -2.843667)  -2.12
H (3.098825, -2.230512, -3.545588)  0.51
C (2.447444, -3.727300, -1.347208)  -0.65
N (1.828230, 0.360427, -1.647657)  -0.39
H (-2.759159, -3.756951, 4.456497)  0.32
N (0.345198, -2.446221, -0.251444)  0.06
H (4.370396, 0.605063, -2.055450)  0.18
N (-1.849639, 1.286284, -0.684323)  -0.28
C (-4.091038, -0.233906, -4.197440)  -0.83
C (2.027443, -1.570231, 2.366444)  -0.22
H (-3.679823, -1.715804, 3.575109)  0.43
C (2.350635, 3.749943, -0.311117)  -0.96
H (5.869429, 2.276358, -1.885734)  0.36
H (-1.390537, 4.332547, 0.826782)  0.38
H (3.541696, 5.440164, -0.418906)  0.36

Cartesian forces (eV/Å) of the 6 atoms listed first:
N 0.0715 0.0201 -0.0160
C -0.0897 -0.0545 0.0085
H -0.0037 -0.0050 -0.0202
N -0.0661 0.0863 0.0562
C -0.0566 -0.1009 0.0362
N 0.1720 0.1031 -0.3694


Record 3
Below is an isolated molecule of C6H13N3O2 in a non-equilibrium geometry, with properties calculated with the ωB97M-V functional and the def2-TZVPD basis.

As for the expectation value of S²: 2.005. The calculation puts the energy at -14989.924 eV. The calculation puts the relative energy (zero: lowest compared OMol25 entry of this formula, charge and spin) at 228.79 kJ/mol. The multiplicity is 3.

Last column: Löwdin spin population.
Geometry (Å):
H (1.081863, 1.433708, 0.077963)  0.01
H (-1.590722, -1.153571, -0.176462)  0.00
C (-0.974895, -0.990935, 0.756210)  0.05
N (-0.709506, 0.436847, 0.945574)  0.16
H (1.931689, -0.802928, -2.246595)  0.00
H (-0.778873, 1.710638, 2.622475)  0.00
O (2.638067, -0.605935, 1.401940)  0.20
H (-0.553350, 2.369019, -1.262049)  0.02
C (1.142154, -1.362004, -1.724612)  0.05
H (0.898920, -1.906156, 1.362810)  0.00
H (-0.182725, 0.902678, -2.183287)  0.01
H (0.776675, 0.884372, 2.587527)  0.01
N (2.434735, -0.555782, 0.200204)  0.25
C (-0.255829, 0.814784, 2.307965)  0.02
O (3.263143, -0.100759, -0.601798)  0.24
H (-1.422234, -1.196628, 1.765131)  0.00
H (1.293685, -2.450847, -1.735949)  0.02
N (0.296291, -1.644641, 0.597904)  0.10
C (-0.627974, 1.334709, -1.364066)  0.06
C (0.109623, 0.894110, -0.130808)  0.44
H (0.199616, -1.064349, -2.260658)  0.01
C (1.139192, -0.907180, -0.327641)  0.35
H (-1.594706, 0.926736, -1.168387)  0.00
H (-0.736657, 0.084442, 2.965214)  0.00

Cartesian forces (eV/Å) of the 6 atoms listed first:
H -1.3137 -0.5252 0.1604
H 0.2992 0.0936 1.2966
C -0.2541 0.5759 1.3499
N 2.0073 1.6640 -0.7820
H -0.0746 -0.5528 0.1288
H 0.1852 0.5771 -0.3488


Record 4
Below is an isolated molecule of C20H43O3PSi in a non-equilibrium geometry, with properties calculated with the ωB97M-V functional and the def2-TZVPD basis.

The calculation puts the energy at -44747.473 eV.

Last column: natural (NBO) charge in e.
Geometry (Å):
H (2.366914, -0.816606, -3.609706)  0.20
H (-6.720346, 1.406342, 0.039722)  -0.14
H (-3.557064, 1.150821, 3.802520)  0.51
H (3.353161, -2.043078, 2.447435)  0.21
H (-1.218187, -1.557325, 2.157559)  0.20
H (4.010154, 1.711714, -3.919239)  0.20
H (-4.058014, -1.054134, 1.088459)  0.49
H (2.075328, 0.535606, -4.651233)  0.20
C (3.543941, -1.091487, -0.668476)  -0.39
H (2.034934, -3.882809, 2.497785)  0.20
Si (-5.306063, 1.726764, 0.322297)  0.98
C (0.301507, -2.911089, 1.573254)  -0.39
H (2.003622, -3.897818, 0.771128)  0.20
C (-5.590692, 3.961291, 1.927150)  -0.30
C (-4.302312, 1.212264, -1.189181)  -0.86
C (3.822818, -2.193136, 0.376975)  -0.37
C (-5.235852, 3.550532, 0.731336)  -0.66
H (0.286808, -0.738165, 1.928757)  0.19
C (-1.971797, 1.082129, -2.249221)  -0.39
C (0.326875, 1.620360, -3.249666)  -0.39
H (2.083743, -2.108444, 4.350612)  0.20
C (1.401984, -1.261569, 4.388885)  -0.61
H (1.202178, 0.278389, -1.883595)  0.20
H (-4.430988, 1.995047, -1.943344)  0.23
O (-4.508642, -0.976891, 1.949437)  -0.96
O (-5.909609, 0.734300, 3.134137)  -1.11
C (1.801348, -3.260460, 1.636050)  -0.41
H (3.492026, -0.149043, -0.123429)  0.19
H (-6.092030, 4.916058, 2.051251)  0.19
H (5.636318, -1.153359, -1.294785)  0.20
C (2.455094, 0.271097, -3.660457)  -0.41
C (-0.710324, 1.951198, -2.146985)  -0.40
H (1.771550, -0.424932, 3.803271)  0.20
H (-1.021851, 2.989587, -2.268211)  0.20
H (-0.293195, 1.813506, -1.149459)  0.20
H (4.465548, -1.620269, -2.560268)  0.20
H (-4.946895, 4.304707, 0.004031)  0.23
O (-3.507155, 1.319946, 2.844248)  -1.00
H (2.601441, -1.347937, -1.148240)  0.20
H (-0.702348, -1.021697, 4.268720)  0.19
H (-5.393525, 3.397735, 2.829428)  0.21
H (-1.727417, 0.063410, -2.555326)  0.20
H (4.495329, 0.071280, -4.387530)  0.20
H (0.589178, 2.497957, -3.839520)  0.20
C (0.028952, -1.721667, 3.858462)  -0.40
C (-2.791911, 1.024586, -0.933953)  -0.40
H (2.152392, 1.727881, -2.054474)  0.20
H (-0.244542, -3.755978, 2.004021)  0.20
H (4.305493, 1.234596, -1.592131)  0.19
C (4.677325, 0.495605, -2.301640)  -0.39
H (-4.762706, 0.312539, -1.603321)  0.23
H (3.753356, -3.146386, -0.149555)  0.19
H (-2.628797, 1.498328, -3.015607)  0.20
C (3.943719, 0.654216, -3.646675)  -0.38
H (2.283194, -1.105282, 1.400502)  0.20
C (-0.143140, -1.655647, 2.332725)  -0.40
P (-4.803596, 0.601390, 2.190869)  1.94
C (1.579730, 0.990074, -2.618041)  -0.40
H (-2.661349, 0.015403, -0.528447)  0.19
H (-0.124467, 0.881005, -3.915713)  0.19
H (5.722954, 0.760326, -2.481645)  0.20
H (1.278027, -0.969690, 5.430163)  0.21
C (4.655980, -0.947348, -1.722809)  -0.41
H (-0.263085, -2.705653, 4.229271)  0.20
C (2.776053, -2.065149, 1.525793)  -0.42
H (4.810989, -2.057157, 0.811641)  0.19
H (-0.059478, -2.841415, 0.544236)  0.20
H (-2.402584, 1.723633, -0.190250)  0.21

Cartesian forces (eV/Å) of the 6 atoms listed first:
H -0.1472 -0.0236 0.2414
H -0.0017 -0.1114 0.1640
H 0.0940 0.1706 -0.1997
H -0.1325 0.3572 0.1632
H -0.0687 0.0133 -0.1063
H 0.1065 -0.0183 -0.1885


Which of these has the highest energy? C6H13N3O2


The highest energy belongs to which entry? C6H13N3O2


The highest energy belongs to which entry? C6H13N3O2


Which of these has the highest energy? C6H13N3O2